Entry 1:
Formula: C32H64BrFN3O12
Source: OMol25
Level of theory: the ωB97M-V functional and the def2-TZVPD basis

The total energy comes out at -4998.29401 Ha. The highest occupied orbital energy is -10.379 eV. As for the net charge: +1. For the molar mass, the calculation gives 781.77 g mol⁻¹.

Structure (XYZ):
```
113
Properties=species:S:1:pos:R:3:forces:R:3:lowdin_charge:R:1
C -0.168 -1.949 -3.622 -0.1 0.2 0.3 -0.093
C -1.486 -1.301 -4.049 0.1 -0.2 0.0 -0.240
C -1.998 -0.365 -2.965 0.2 0.1 0.0 -0.170
N -2.967 0.651 -3.476 0.0 -0.1 0.4 0.051
N -2.494 1.957 -3.317 -0.1 -0.1 -0.2 -0.043
C -2.473 2.715 -2.169 0.1 -0.1 0.1 -0.017
C -1.887 3.885 -2.505 0.0 0.0 0.1 -0.660
Br -1.539 5.313 -1.390 0.0 0.1 0.0 0.920
N -1.554 3.829 -3.845 -0.1 0.1 0.1 0.012
C -0.850 4.885 -4.602 0.0 -0.2 0.0 -0.093
C 0.561 4.448 -5.009 0.3 -0.1 0.0 -0.144
C 1.651 5.151 -4.192 -0.1 -0.3 -0.2 -0.068
C 2.998 4.473 -4.319 0.3 0.2 -0.3 -0.510
O 3.776 4.362 -3.415 0.0 -0.1 0.3 0.130
O 3.230 4.007 -5.556 -0.4 -0.3 0.2 -0.009
C 4.271 3.011 -5.661 0.4 -0.2 -0.2 -0.182
C 4.067 1.807 -4.742 0.3 -0.1 -0.2 -0.054
C -1.948 2.641 -4.323 0.0 0.0 -0.1 -0.156
C -1.835 2.122 -5.713 0.0 -0.2 -0.1 0.028
C -2.395 3.087 -6.740 0.1 0.0 0.0 -0.446
O -3.537 3.303 -6.919 0.1 0.1 0.0 0.218
F -1.422 3.697 -7.452 -0.2 -0.2 0.1 0.113
H 0.559 -1.180 -3.347 0.0 0.0 -0.1 0.072
H -0.315 -2.562 -2.730 0.0 -0.1 -0.1 0.072
H 0.258 -2.558 -4.415 0.0 -0.1 0.0 0.079
H -2.225 -2.080 -4.247 0.0 0.1 -0.1 0.115
H -1.339 -0.752 -4.983 0.0 0.1 0.0 0.092
H -2.468 -0.924 -2.154 0.0 0.0 0.0 0.126
H -1.145 0.162 -2.527 -0.1 0.1 0.0 0.122
H -3.831 0.599 -2.951 -0.1 0.0 -0.2 0.140
H -2.841 2.371 -1.218 0.0 -0.1 -0.1 0.147
H -0.815 5.737 -3.928 0.0 0.1 -0.1 0.086
H -1.469 5.151 -5.457 0.0 0.0 0.0 0.129
H 0.677 3.372 -4.852 -0.1 0.0 0.0 0.116
H 0.720 4.603 -6.076 0.0 0.1 0.0 0.123
H 1.753 6.192 -4.504 0.0 0.0 0.1 0.143
H 1.413 5.099 -3.130 0.0 0.3 0.0 0.120
H 4.242 2.703 -6.704 -0.1 0.1 0.0 0.120
H 5.245 3.471 -5.496 -0.1 0.1 0.1 0.121
H 3.070 1.792 -4.302 0.0 0.0 0.0 0.075
H 4.188 0.887 -5.316 0.0 0.0 0.0 0.079
H 4.809 1.787 -3.947 -0.2 0.1 0.1 0.065
H -0.813 1.820 -5.946 0.0 0.2 0.0 0.141
H -2.470 1.234 -5.756 0.0 0.0 0.0 0.132
C -3.186 -3.728 4.240 -0.1 -0.1 0.0 -0.096
O -2.961 -4.319 2.977 0.2 0.2 -0.1 -0.192
C -3.724 -3.746 1.936 -0.1 -0.2 0.1 -0.206
C -2.959 -3.734 0.632 -0.1 -0.1 -0.1 -0.185
O -1.905 -2.783 0.565 0.0 0.1 -0.1 -0.145
C -0.728 -3.029 1.324 0.1 0.1 0.1 -0.182
C 0.131 -4.165 0.820 0.1 -0.1 0.1 -0.207
O -0.439 -5.422 1.124 -0.2 0.1 -0.1 -0.192
C -0.192 -6.411 0.150 0.1 0.0 0.1 -0.108
H -4.169 -3.994 4.639 0.0 0.1 0.0 0.077
H -2.416 -4.102 4.913 0.0 0.0 0.0 0.093
H -3.109 -2.637 4.190 0.0 0.0 0.0 0.089
H -4.021 -2.722 2.193 0.0 0.0 0.0 0.125
H -4.636 -4.341 1.788 -0.1 0.1 0.0 0.131
H -3.663 -3.424 -0.146 0.0 0.0 0.0 0.121
H -2.609 -4.736 0.377 0.1 0.0 0.1 0.121
H -0.958 -3.157 2.383 0.0 -0.1 0.0 0.122
H -0.139 -2.114 1.221 0.0 0.0 0.0 0.125
H 1.113 -4.090 1.305 0.1 0.1 -0.1 0.131
H 0.274 -4.060 -0.263 0.0 0.0 0.0 0.116
H -0.471 -6.062 -0.851 0.0 0.0 0.0 0.084
H -0.805 -7.274 0.402 0.0 0.0 0.0 0.091
H 0.860 -6.715 0.140 0.0 0.0 0.0 0.091
C 9.892 -0.709 -1.566 0.0 -0.1 0.1 -0.114
O 9.196 0.276 -0.837 0.0 0.2 -0.2 -0.198
C 10.042 1.221 -0.203 0.0 -0.2 0.1 -0.202
C 9.426 2.600 -0.185 0.0 0.0 0.1 -0.183
O 9.410 3.258 -1.440 0.1 0.1 0.0 -0.118
C 8.480 2.833 -2.417 0.0 -0.1 -0.1 -0.185
C 7.045 3.216 -2.134 -0.2 -0.1 0.0 -0.200
O 6.479 2.405 -1.116 0.2 0.1 0.1 -0.194
C 5.566 3.094 -0.291 -0.1 -0.1 -0.1 -0.111
H 10.402 -1.417 -0.903 0.0 0.0 0.0 0.089
H 9.161 -1.251 -2.162 0.0 0.0 0.0 0.086
H 10.629 -0.259 -2.240 0.0 0.0 0.0 0.088
H 11.012 1.267 -0.710 0.0 0.0 0.0 0.126
H 10.210 0.908 0.836 0.1 0.0 0.0 0.129
H 10.065 3.223 0.445 0.0 0.0 0.0 0.130
H 8.434 2.577 0.271 0.0 -0.1 -0.1 0.120
H 8.562 1.762 -2.615 -0.1 0.0 0.1 0.121
H 8.775 3.363 -3.327 0.0 0.0 0.0 0.129
H 6.458 3.079 -3.053 0.0 0.2 0.0 0.103
H 7.000 4.273 -1.853 0.0 0.0 0.0 0.130
H 6.004 4.020 0.098 0.0 0.0 0.0 0.091
H 5.329 2.444 0.550 0.0 0.0 0.0 0.088
H 4.644 3.333 -0.833 0.0 0.1 0.0 0.076
C -9.620 -2.125 7.650 0.0 -0.1 0.1 -0.112
O -8.332 -2.580 7.996 0.1 0.2 -0.2 -0.194
C -7.791 -3.516 7.085 -0.1 -0.1 0.1 -0.203
C -6.295 -3.356 6.943 0.1 -0.1 0.0 -0.184
O -5.883 -2.211 6.212 0.0 0.0 -0.1 -0.136
C -6.013 -0.937 6.822 -0.1 0.1 -0.1 -0.184
C -5.053 -0.674 7.959 0.0 0.1 0.2 -0.207
O -5.429 -1.369 9.131 0.0 -0.2 -0.1 -0.194
C -4.338 -1.802 9.911 0.0 0.1 0.1 -0.111
H -10.378 -2.902 7.803 0.0 0.0 0.0 0.089
H -9.850 -1.279 8.296 0.0 0.0 0.0 0.089
H -9.658 -1.790 6.607 0.0 0.0 0.0 0.086
H -8.260 -3.411 6.099 0.0 0.0 0.0 0.125
H -7.990 -4.532 7.454 0.0 0.0 -0.1 0.130
H -5.941 -4.205 6.352 0.0 0.0 0.0 0.118
H -5.804 -3.408 7.917 -0.1 0.1 0.1 0.122
H -7.042 -0.743 7.132 0.0 -0.1 0.1 0.121
H -5.768 -0.228 6.027 0.0 0.0 0.0 0.125
H -5.058 0.405 8.167 0.1 0.0 -0.1 0.128
H -4.040 -0.959 7.649 0.0 0.0 0.0 0.124
H -3.616 -2.365 9.308 0.0 0.0 0.0 0.086
H -4.732 -2.456 10.686 0.0 0.0 0.0 0.090
H -3.823 -0.960 10.387 0.0 0.0 0.0 0.089
```
Forces are in eV/Å.

Entry 2:
Formula: C29H64NO2S
Source: OMol25
Level of theory: the ωB97M-V functional and the def2-TZVPD basis

As for the multiplicity: 2. Its expectation value of S² is 0.754. The total energy comes out at -1746.70622 Ha. The highest occupied orbital energy (spin up / spin down) is -8.005 / -9.256 eV. For the molar mass, the calculation gives 490.90 g mol⁻¹.

Structure (XYZ):
```
97
Properties=species:S:1:pos:R:3:forces:R:3:mulliken_spin:R:1
C 1.467 -0.250 -0.316 -0.1 -0.1 0.1 0.011
C 0.817 -0.181 -1.692 0.1 -0.1 0.2 -0.006
O -0.569 -0.481 -1.563 0.0 0.1 0.2 -0.002
C -1.474 0.251 -2.342 0.2 0.0 0.1 0.014
S -1.145 -0.084 -4.131 -0.1 -0.2 -0.2 0.000
C -1.455 1.754 -2.089 -0.3 0.2 -0.2 0.008
C -1.953 2.183 -0.685 0.1 0.3 0.1 -0.002
C -3.082 3.211 -0.831 0.2 0.0 0.1 0.021
C -0.809 2.849 0.082 0.0 -0.1 -0.4 0.006
N -2.399 1.000 0.108 0.2 -0.2 -0.5 0.422
O -1.538 0.538 0.927 -0.1 0.1 0.3 0.522
C -3.297 -0.005 -0.536 -0.2 -0.2 0.2 -0.015
C -4.754 0.467 -0.536 0.1 -0.3 0.2 0.017
C -3.231 -1.287 0.294 0.1 -0.1 -0.4 0.000
C -2.844 -0.304 -1.991 -0.1 0.1 -0.1 0.013
H 1.641 0.739 0.105 0.1 0.0 0.0 -0.003
H 0.807 -0.772 0.375 -0.1 0.0 0.0 -0.001
H 2.411 -0.791 -0.341 0.1 0.1 -0.1 0.001
H 1.263 -0.915 -2.364 0.0 0.0 -0.1 0.000
H 0.962 0.803 -2.137 0.0 0.0 -0.1 0.001
H -0.887 1.167 -4.524 0.0 0.1 0.0 0.000
H -2.117 2.183 -2.844 0.0 0.1 0.0 0.001
H -0.471 2.183 -2.278 0.1 -0.1 0.0 0.003
H -3.559 3.377 0.134 -0.1 0.0 0.0 -0.008
H -2.644 4.155 -1.153 0.0 0.0 -0.1 0.001
H -3.818 2.931 -1.575 -0.1 -0.1 0.0 -0.001
H -0.562 3.778 -0.433 0.0 0.1 0.1 -0.001
H 0.079 2.223 0.062 0.0 -0.1 0.2 0.007
H -1.087 3.053 1.111 0.0 0.0 0.1 -0.002
H -5.109 0.572 0.489 0.0 0.1 0.0 -0.004
H -5.356 -0.310 -1.007 -0.1 0.0 -0.1 0.002
H -4.912 1.390 -1.076 -0.1 0.1 -0.1 -0.001
H -3.407 -1.087 1.346 0.0 0.0 0.1 -0.002
H -3.996 -1.966 -0.087 -0.1 0.0 0.1 -0.002
H -2.270 -1.776 0.156 0.1 0.1 0.2 0.004
H -2.823 -1.384 -2.135 0.0 -0.1 -0.1 0.002
H -3.561 0.102 -2.704 0.0 0.1 0.0 -0.001
C 2.704 0.382 -5.057 0.1 0.1 0.1 0.000
C 3.276 1.326 -4.003 -0.1 0.0 0.0 0.000
C 2.523 2.651 -3.905 0.0 0.0 0.0 -0.002
C 2.536 3.495 -5.180 0.0 0.0 0.0 0.000
C 3.929 3.850 -5.698 0.0 0.1 0.0 0.000
C 4.751 4.678 -4.715 0.0 0.0 -0.1 0.000
H 2.788 0.797 -6.063 0.0 0.0 0.0 0.000
H 3.229 -0.573 -5.050 0.0 0.0 0.0 0.000
H 1.647 0.193 -4.856 0.0 -0.1 0.0 0.000
H 4.336 1.506 -4.201 0.0 0.0 0.0 0.000
H 3.234 0.835 -3.026 0.0 0.0 0.0 0.000
H 2.933 3.234 -3.075 0.0 0.0 0.0 0.000
H 1.479 2.444 -3.640 0.0 0.0 0.0 0.000
H 1.983 4.421 -4.990 0.0 0.0 0.0 0.000
H 1.987 2.974 -5.969 0.0 0.0 0.0 0.000
H 3.819 4.409 -6.631 0.0 0.0 0.0 0.000
H 4.476 2.939 -5.955 0.0 0.0 0.0 0.000
H 4.239 5.610 -4.469 0.0 0.0 0.0 0.000
H 5.723 4.934 -5.139 0.0 0.0 0.0 0.000
H 4.933 4.138 -3.785 0.0 0.0 0.0 0.000
C 5.103 3.063 5.378 0.0 -0.1 0.0 0.000
C 5.125 1.591 4.978 0.0 0.1 0.0 0.000
C 4.996 1.366 3.472 0.0 0.0 0.0 0.000
C 3.693 1.880 2.856 0.0 0.0 0.0 0.000
C 2.420 1.302 3.472 0.0 0.0 -0.1 0.000
C 2.306 -0.212 3.324 0.0 0.1 0.1 0.000
H 4.160 3.540 5.110 0.0 0.0 0.0 0.000
H 5.232 3.176 6.455 0.0 0.0 0.0 0.000
H 5.909 3.611 4.885 0.0 0.0 0.0 0.000
H 4.329 1.058 5.505 0.0 0.0 0.0 0.000
H 6.063 1.143 5.315 0.0 0.0 0.0 0.000
H 5.103 0.299 3.262 0.0 0.0 0.0 0.000
H 5.835 1.857 2.968 0.0 0.0 0.0 0.000
H 3.703 1.650 1.785 0.0 0.0 0.0 0.000
H 3.659 2.971 2.928 0.0 0.0 0.0 0.000
H 1.558 1.769 2.986 0.0 0.0 0.0 0.000
H 2.354 1.575 4.529 0.0 0.0 0.0 0.000
H 2.337 -0.496 2.272 0.0 0.0 0.0 0.000
H 1.364 -0.572 3.740 0.0 0.0 0.0 0.000
H 3.115 -0.734 3.838 0.0 0.0 0.0 0.000
C -2.014 -5.750 1.163 -0.1 0.0 0.0 0.000
C -3.485 -5.342 1.149 0.1 0.0 0.0 0.000
C -3.900 -4.520 2.367 0.0 0.0 0.0 0.000
C -3.756 -5.236 3.711 0.0 0.0 0.0 0.000
C -4.528 -6.549 3.825 -0.1 0.0 0.0 0.000
C -6.038 -6.384 3.671 0.0 -0.1 0.0 0.000
H -1.781 -6.388 2.017 0.0 0.0 0.0 0.000
H -1.754 -6.303 0.260 0.0 0.0 0.0 0.000
H -1.369 -4.870 1.215 0.0 0.0 0.0 0.000
H -4.112 -6.235 1.067 0.0 0.0 0.0 0.000
H -3.680 -4.751 0.250 0.0 0.0 0.0 0.000
H -4.935 -4.192 2.238 0.0 0.0 0.0 0.000
H -3.298 -3.606 2.395 0.0 0.0 0.0 0.000
H -4.092 -4.557 4.502 0.0 0.0 0.0 0.000
H -2.699 -5.428 3.912 0.0 0.0 0.0 0.000
H -4.316 -6.992 4.801 0.0 0.0 0.0 0.000
H -4.162 -7.264 3.083 0.0 0.0 0.0 0.000
H -6.431 -5.698 4.424 0.0 0.0 0.0 0.000
H -6.549 -7.340 3.791 0.0 0.0 0.0 0.000
H -6.303 -5.992 2.688 0.0 0.0 0.0 0.000
```
Forces are in eV/Å.